# 1
{"formula": "C32H30F8N2O25", "method": "wB97M-V/def2-TZVPD", "smiles": "O=C1OC[C@@H](F)O1.O=C1OC[C@@H](F)O1.O=C1OC[C@@H](F)O1.O=C1OC[C@@H](F)O1.O=C1OC[C@@H](F)O1.O=C1OC[C@@H](F)O1.O=C1OC[C@@H](F)O1.O=C1OC[C@@H](F)O1.Oc1cccc2nccnc12", "energy_ha": -4026.87539, "fmax_ev_per_a": 3.571, "e_above_lowest_kcal_mol": 50.7, "elements": ["O", "C", "O", "C", "C", "F", "O", "H", "H", "H", "O", "C", "O", "C", "C", "F", "O", "H", "H", "H", "O", "C", "O", "C", "C", "F", "O", "H", "H", "H", "O", "C", "O", "C", "C", "F", "O", "H", "H", "H", "O", "C", "O", "C", "C", "F", "O", "H", "H", "H", "O", "C", "O", "C", "C", "F", "O", "H", "H", "H", "O", "C", "O", "C", "C", "F", "O", "H", "H", "H", "O", "C", "O", "C", "C", "F", "O", "H", "H", "H", "O", "C", "C", "C", "C", "C", "N", "C", "C", "N", "C", "H", "H", "H", "H", "H", "H"], "xyz": [[6.66517, 2.46548, -1.84040], [6.96319, 1.32147, -1.73566], [6.19205, 0.28567, -2.17491], [6.95523, -0.90322, -1.98611], [7.91294, -0.50000, -0.90433], [9.09769, -1.14315, -1.03529], [8.11488, 0.87684, -1.15423], [7.46036, -1.16225, -2.91954], [6.31759, -1.73568, -1.68991], [7.53015, -0.63636, 0.11043], [0.22956, 4.11038, 5.05652], [-0.48425, 4.42806, 4.15839], [-1.75612, 4.88648, 4.31792], [-2.21936, 5.28068, 3.02768], [-1.34644, 4.47059, 2.12091], [-1.10800, 5.12833, 0.95745], [-0.13261, 4.36959, 2.84364], [-2.07384, 6.35640, 2.90122], [-3.27717, 5.05278, 2.90207], [-1.72571, 3.46919, 1.90307], [-6.91631, -0.74110, -4.52694], [-5.82171, -0.77208, -4.98585], [-4.80312, 0.04508, -4.59353], [-3.63513, -0.39552, -5.27972], [-4.20969, -1.09908, -6.47260], [-3.41948, -2.12783, -6.86159], [-5.42614, -1.62428, -5.97609], [-3.06415, -1.06561, -4.63178], [-3.00226, 0.44687, -5.55766], [-4.41203, -0.44725, -7.32628], [-3.90824, 2.34379, 1.44276], [-4.28448, 1.40969, 2.07925], [-5.58069, 1.00824, 2.15341], [-5.59448, -0.21028, 2.89372], [-4.32589, -0.11315, 3.68755], [-3.78821, -1.33594, 3.90177], [-3.46877, 0.61583, 2.82787], [-5.59310, -1.05575, 2.20185], [-6.47901, -0.27596, 3.52603], [-4.42802, 0.41587, 4.63845], [-0.50333, 5.33742, -6.13979], [-0.25129, 5.36003, -4.97939], [-1.18942, 5.41240, -3.99202], [-0.49094, 5.28746, -2.75677], [0.88622, 5.74751, -3.11693], [1.82105, 5.10427, -2.37850], [1.01509, 5.34372, -4.46633], [-0.51514, 4.24463, -2.43020], [-0.94750, 5.90640, -1.98485], [1.03453, 6.82790, -3.04082], [2.00550, -0.97712, 6.43316], [1.93987, 0.14220, 6.82764], [1.85133, 1.23407, 6.02090], [1.65734, 2.36205, 6.87132], [2.22706, 1.88098, 8.17195], [1.57713, 2.43368, 9.22603], [1.95138, 0.49359, 8.14737], [0.59213, 2.58787, 6.93656], [2.17697, 3.23729, 6.48647], [3.30331, 2.03944, 8.27937], [-2.90284, -5.80597, -2.78806], [-1.95564, -5.21093, -2.39189], [-1.58093, -3.98015, -2.83792], [-0.48803, -3.56091, -2.02496], [0.05424, -4.86539, -1.52365], [0.58678, -4.73100, -0.28099], [-1.09824, -5.67877, -1.43470], [-0.85880, -2.92165, -1.22079], [0.24194, -3.00135, -2.60775], [0.78457, -5.33501, -2.18765], [3.23365, -8.92015, 3.19659], [2.52632, -8.58233, 2.30558], [1.26323, -8.09994, 2.46948], [0.81005, -7.68727, 1.18334], [1.66562, -8.50601, 0.26436], [1.91761, -7.84083, -0.89279], [2.87452, -8.63475, 0.98442], [0.97600, -6.61481, 1.06755], [-0.25266, -7.89290, 1.05761], [1.26518, -9.49759, 0.03908], [1.72498, -1.07275, -2.42901], [1.43611, 0.07506, -1.65624], [2.52681, 0.85751, -1.10786], [2.25895, 2.10189, -0.31001], [0.87647, 2.48275, -0.10680], [-0.30687, 1.69618, -0.68437], [-1.61094, 2.18594, -0.45637], [-2.53894, 1.36081, -0.99868], [-2.23286, 0.11252, -1.75329], [-0.98495, -0.35433, -2.02458], [-0.01601, 0.47223, -1.45721], [1.87354, -1.80773, -1.80000], [3.57944, 0.53777, -1.28786], [3.10236, 2.70130, 0.10119], [0.66951, 3.41978, 0.47754], [-3.61556, 1.63999, -0.86530], [-3.10040, -0.48990, -2.13271]], "atomic_forces_ev_per_a": [[0.1, -0.4, 0.0], [-0.2, 1.0, -0.3], [0.4, 0.2, 0.3], [-0.5, -0.6, -0.3], [0.7, -0.1, -0.1], [0.0, 0.0, 0.2], [-0.7, -0.2, 0.1], [0.2, 0.1, 0.2], [-0.1, 0.2, 0.0], [0.2, -0.1, 0.0], [-0.3, 0.2, -0.3], [0.4, 0.0, 0.6], [0.6, -0.3, -0.2], [-0.8, 0.3, 0.1], [0.0, 0.0, -0.7], [0.1, 0.0, -0.1], [-0.5, -0.1, 0.5], [0.2, -0.1, -0.1], [0.1, -0.1, 0.2], [0.0, 0.1, -0.2], [0.4, 0.0, -0.1], [-0.8, 0.0, 0.5], [-0.3, -0.3, -0.3], [0.7, 0.5, 0.3], [0.2, -0.6, -0.1], [0.0, 0.0, -0.2], [0.1, 0.7, 0.1], [0.0, -0.2, -0.2], [-0.2, 0.1, 0.1], [0.1, -0.1, -0.1], [-0.2, -0.2, 0.3], [0.0, 0.5, -0.5], [0.6, 0.1, 0.1], [-0.8, -0.3, 0.0], [0.4, -0.6, 0.1], [0.1, 0.1, 0.1], [-0.6, 0.4, 0.0], [0.2, 0.0, 0.1], [0.0, 0.2, -0.1], [0.1, -0.1, 0.0], [0.1, -0.1, 0.4], [-0.3, -0.2, -0.9], [0.5, 0.1, -0.3], [-0.7, 0.0, 0.7], [0.5, -0.4, 0.1], [0.2, 0.1, 0.0], [-0.6, 0.4, 0.1], [0.2, 0.0, 0.0], [-0.1, 0.0, -0.2], [0.2, -0.1, 0.1], [-0.1, 0.3, 0.2], [-0.1, -0.8, -0.5], [0.1, -0.3, 0.5], [0.0, 0.6, -0.4], [-0.4, 0.0, 0.4], [0.1, 0.0, 0.1], [0.4, 0.2, -0.5], [0.1, 0.0, 0.2], [0.0, -0.2, -0.2], [-0.1, 0.0, 0.2], [0.3, 0.2, 0.2], [-0.9, -0.2, -0.4], [0.1, -0.5, 0.3], [0.3, 0.7, -0.3], [0.0, -0.1, 0.4], [0.2, 0.0, 0.1], [0.2, 0.2, -0.5], [0.1, -0.2, 0.1], [-0.3, 0.0, -0.2], [0.1, 0.0, 0.2], [-0.2, 0.2, -0.3], [0.5, -0.1, 0.9], [0.5, -0.3, -0.3], [-0.8, 0.3, 0.2], [0.3, 0.3, -0.3], [0.0, -0.1, -0.2], [-0.6, -0.2, 0.3], [0.1, -0.1, -0.2], [0.1, -0.1, 0.2], [0.1, 0.1, -0.2], [-0.3, 0.5, 1.3], [0.6, 1.9, 1.3], [-2.3, 0.2, 0.0], [-3.0, -1.5, -1.0], [0.9, -1.0, -0.9], [1.8, 0.6, 0.4], [0.7, -3.0, -1.7], [0.8, -0.2, -0.2], [0.7, 0.4, 0.2], [-1.5, 2.6, 1.8], [1.7, 0.1, 0.0], [0.0, 0.6, -0.4], [-1.1, 0.2, 0.1], [-0.9, -0.6, -0.4], [0.0, -1.2, -0.7], [1.2, -0.3, -0.2], [0.9, 0.7, 0.4]]}


# 2
{"formula": "C32H31AgN3OSSi", "method": "wB97M-V/def2-TZVPD", "energy_ha": -2312.30574, "fmax_ev_per_a": 0.484, "total_charge": -1, "elements": ["Ag", "S", "C", "C", "C", "C", "C", "C", "C", "C", "C", "N", "H", "H", "H", "H", "H", "H", "N", "C", "N", "C", "C", "C", "C", "C", "C", "H", "H", "H", "H", "H", "H", "C", "C", "C", "C", "Si", "O", "C", "C", "C", "C", "C", "C", "C", "C", "C", "C", "C", "C", "H", "H", "H", "H", "H", "H", "H", "H", "H", "H", "H", "H", "H", "H", "H", "H", "H", "H", "H"], "xyz": [[0.74777, -1.79333, -1.77100], [4.62838, -3.18568, 0.32681], [5.03047, -3.16489, -1.33388], [3.95603, -2.83663, -2.10555], [2.74524, -2.55825, -1.38709], [2.97939, -2.71585, -0.04265], [2.03280, -2.44338, 1.05902], [2.44233, -2.24695, 2.38335], [1.51978, -1.85890, 3.33329], [0.19246, -1.68343, 2.96359], [-0.13938, -1.94374, 1.64442], [0.74097, -2.32720, 0.72571], [6.03266, -3.41333, -1.65284], [4.03126, -2.78478, -3.18562], [3.48909, -2.34446, 2.64290], [1.83863, -1.66614, 4.35099], [-0.55919, -1.35358, 3.66859], [-1.16729, -1.84147, 1.30214], [-3.41041, -1.07468, -1.23440], [-2.14313, -0.89758, -1.70271], [-1.56623, -2.02116, -2.03169], [-2.50574, -3.01074, -1.77204], [-2.40892, -4.39270, -1.90871], [-3.50276, -5.15464, -1.54147], [-4.67326, -4.56133, -1.03898], [-4.77861, -3.18972, -0.88602], [-3.67523, -2.43170, -1.26254], [-3.98705, -0.34382, -0.85260], [-1.61960, 0.05407, -1.71885], [-1.49322, -4.83956, -2.27731], [-3.45605, -6.23268, -1.63314], [-5.50797, -5.19132, -0.75831], [-5.67782, -2.73282, -0.48939], [0.62720, 4.61379, -0.50734], [0.74877, 3.37909, -1.40063], [2.20821, 3.20821, -1.84456], [-0.10692, 3.57439, -2.66141], [0.26730, 1.74830, -0.52012], [0.21846, 0.51148, -1.50034], [-1.44702, 1.93796, 0.33323], [-2.56242, 2.36384, -0.40930], [-3.85062, 2.35655, 0.11780], [-4.06994, 1.89218, 1.41065], [-2.98966, 1.45615, 2.16510], [-1.70154, 1.49034, 1.63512], [1.53928, 1.54354, 0.86833], [2.57583, 0.62475, 0.66444], [3.60252, 0.47245, 1.59061], [3.60307, 1.22806, 2.75551], [2.57480, 2.13610, 2.99004], [1.55946, 2.29128, 2.05284], [0.89782, 5.51886, -1.06797], [1.29493, 4.55193, 0.35618], [-0.39451, 4.74701, -0.13503], [2.52757, 4.08054, -2.43140], [2.33037, 2.31554, -2.46636], [2.88244, 3.11296, -0.98905], [0.31472, 4.37500, -3.28467], [-1.12993, 3.87023, -2.41485], [-0.14486, 2.65838, -3.25862], [-2.42342, 2.69984, -1.43049], [-4.68379, 2.71642, -0.47818], [-5.07111, 1.87750, 1.82612], [-3.14923, 1.08947, 3.17306], [-0.87610, 1.13527, 2.24425], [2.57330, 0.01760, -0.23824], [4.39112, -0.24862, 1.40099], [4.39549, 1.10617, 3.48481], [2.56653, 2.72334, 3.90165], [0.76650, 3.00643, 2.25379]], "atomic_forces_ev_per_a": [[0.4, -0.1, -0.3], [0.0, 0.0, 0.1], [0.0, -0.1, 0.0], [-0.1, 0.0, 0.0], [-0.2, 0.1, 0.1], [0.0, -0.1, 0.2], [0.0, -0.2, -0.1], [0.0, -0.1, 0.0], [0.0, 0.0, 0.0], [0.0, 0.0, 0.0], [0.0, -0.1, 0.0], [-0.1, 0.1, 0.2], [0.0, 0.0, 0.0], [0.0, 0.0, 0.0], [0.0, 0.0, 0.0], [0.0, 0.0, 0.0], [0.0, 0.0, 0.0], [0.0, 0.0, 0.0], [-0.1, -0.1, -0.1], [-0.2, 0.0, 0.2], [-0.2, 0.0, -0.1], [0.2, 0.0, 0.0], [0.0, 0.0, 0.0], [0.0, 0.0, 0.0], [0.1, 0.0, 0.0], [0.0, 0.0, 0.0], [0.0, 0.1, 0.0], [0.0, 0.0, 0.0], [0.0, -0.1, -0.1], [0.0, 0.0, 0.0], [0.0, 0.0, 0.0], [0.0, 0.0, 0.0], [0.0, 0.0, 0.0], [0.0, 0.0, 0.0], [-0.1, 0.0, -0.1], [0.0, 0.0, 0.0], [0.0, 0.0, 0.0], [0.0, -0.2, 0.1], [0.0, 0.3, -0.1], [-0.2, 0.1, -0.1], [0.1, 0.0, 0.2], [0.0, 0.0, 0.0], [0.0, 0.0, 0.0], [0.1, 0.0, 0.0], [0.0, -0.1, -0.1], [0.1, 0.0, 0.1], [0.0, 0.2, 0.0], [0.0, 0.2, 0.0], [-0.1, 0.0, -0.1], [0.0, -0.1, -0.1], [0.1, -0.1, 0.0], [0.0, 0.0, 0.0], [0.0, 0.0, 0.0], [0.0, 0.0, 0.0], [0.0, 0.0, 0.0], [0.0, 0.1, 0.0], [0.0, 0.0, 0.0], [0.0, 0.0, 0.0], [0.0, 0.0, 0.0], [0.0, 0.1, 0.0], [0.0, 0.0, 0.0], [0.0, 0.0, 0.0], [0.0, 0.0, 0.0], [0.0, 0.0, 0.0], [0.0, 0.0, 0.0], [0.0, 0.1, 0.1], [0.0, 0.0, 0.0], [0.0, 0.0, 0.0], [0.0, 0.0, 0.0], [0.0, 0.0, 0.0]]}


# 3
{"formula": "C32H31BClF5N4O3P", "method": "wB97M-V/def2-TZVPD", "energy_ha": -3008.39092, "fmax_ev_per_a": 2.449, "e_above_lowest_kcal_mol": 15.2, "total_charge": 1, "elements": ["O", "B", "O", "N", "C", "N", "C", "N", "P", "O", "Cl", "N", "H", "H", "H", "H", "H", "H", "F", "C", "C", "C", "C", "C", "C", "H", "H", "H", "H", "H", "F", "C", "C", "C", "C", "C", "C", "H", "H", "H", "H", "H", "F", "C", "C", "C", "C", "C", "C", "H", "H", "H", "H", "H", "F", "C", "C", "C", "C", "C", "C", "H", "H", "H", "H", "H", "F", "C", "C", "C", "C", "C", "C", "H", "H", "H", "H", "H"], "xyz": [[-1.77502, -1.40706, -2.79155], [-1.04193, -2.52635, -2.42262], [0.34616, -2.41750, -2.44770], [-1.60844, -3.83488, -2.03789], [-2.88611, -4.08208, -1.77354], [-3.45695, -5.28429, -1.41881], [-4.75890, -5.06499, -1.23127], [-5.03754, -3.76323, -1.47856], [-6.55841, -2.84566, -1.41956], [-6.78123, -2.06714, -2.85912], [-6.06266, -1.30440, -0.08493], [-3.86920, -3.17176, -1.80572], [-2.03683, -1.47215, -3.72813], [0.70693, -3.31977, -2.43262], [-0.97569, -4.62838, -1.95564], [-5.53951, -5.76493, -0.92093], [-5.95063, -1.69661, -3.21323], [-3.88674, -2.17537, -2.00584], [-1.09895, 1.64293, 4.57016], [-1.98626, 1.07310, 3.73558], [-2.36006, -0.24150, 3.93995], [-3.27758, -0.82502, 3.07811], [-3.80041, -0.09062, 2.01980], [-3.41108, 1.22884, 1.82620], [-2.50184, 1.81783, 2.69200], [-1.93476, -0.79857, 4.76517], [-3.58448, -1.85246, 3.23108], [-4.51276, -0.54920, 1.34346], [-3.81542, 1.79949, 0.99929], [-2.19192, 2.84723, 2.56221], [3.40071, 2.98626, 9.94407], [2.51361, 2.41424, 9.11302], [2.14044, 1.10006, 9.32344], [1.22022, 0.51179, 8.46698], [0.69362, 1.24003, 7.40712], [1.08190, 2.55817, 7.20567], [1.99384, 3.15261, 8.06654], [2.56810, 0.54715, 10.15004], [0.91421, -0.51469, 8.62571], [-0.02100, 0.77870, 6.73704], [0.67410, 3.12373, 6.37703], [2.30212, 4.18133, 7.93084], [0.85626, 4.16823, 1.66925], [1.68460, 3.12741, 1.88894], [2.88124, 3.05878, 1.20267], [3.73646, 1.98963, 1.43211], [3.37827, 0.99797, 2.33704], [2.16836, 1.07785, 3.01630], [1.31739, 2.15194, 2.79578], [3.13925, 3.83720, 0.49553], [4.68004, 1.92927, 0.90570], [4.04397, 0.16180, 2.51281], [1.88736, 0.30277, 3.71904], [0.37726, 2.23476, 3.32141], [-1.53857, -2.93792, -6.08387], [-0.23814, -3.19379, -6.38081], [0.07948, -4.31131, -7.12674], [1.41066, -4.56429, -7.43013], [2.40336, -3.70387, -6.97454], [2.06601, -2.58732, -6.22045], [0.73465, -2.32758, -5.92700], [-0.70739, -4.97359, -7.46545], [1.67401, -5.43212, -8.02076], [3.44106, -3.90557, -7.20840], [2.83843, -1.91951, -5.86116], [0.45027, -1.45768, -5.34712], [3.76259, 2.03816, -1.77294], [3.27284, 2.89456, -2.68858], [2.08066, 3.54746, -2.43524], [1.57916, 4.43393, -3.37857], [2.26888, 4.64872, -4.56543], [3.46317, 3.98193, -4.80772], [3.97281, 3.10269, -3.86179], [1.55286, 3.36172, -1.50801], [0.65050, 4.95691, -3.18822], [1.87431, 5.33763, -5.30201], [3.99843, 4.14678, -5.73421], [4.90643, 2.58081, -4.02943]], "atomic_forces_ev_per_a": [[-0.6, -1.1, 0.0], [2.1, 0.8, -0.5], [-1.8, -1.1, -0.1], [0.4, 0.3, -0.2], [-1.9, -1.0, 0.4], [0.0, 0.2, 0.1], [1.2, 0.8, -0.5], [-0.5, 0.6, -0.1], [-2.4, 0.1, 0.3], [1.9, -0.9, 1.3], [0.0, -0.9, -1.3], [0.5, 0.6, -0.3], [0.2, 0.3, 0.3], [0.5, 0.6, 0.2], [-0.5, 0.1, 0.2], [0.5, 0.2, -0.2], [-0.6, 0.3, -0.2], [0.7, -0.2, 0.1], [-0.2, -0.1, 0.2], [-0.4, -0.2, -0.3], [0.1, -0.2, 0.2], [0.0, 0.2, -0.1], [0.0, -0.1, 0.0], [0.0, -0.2, 0.1], [0.1, 0.3, 0.0], [0.0, 0.0, 0.0], [0.0, 0.0, 0.0], [0.4, 0.2, 0.4], [0.0, 0.0, 0.1], [0.0, 0.0, 0.0], [0.0, 0.0, 0.0], [-0.3, -0.2, -0.3], [0.1, -0.1, 0.2], [0.0, 0.2, -0.1], [-0.1, -0.1, 0.0], [0.0, -0.1, 0.1], [0.1, 0.2, 0.0], [0.0, 0.1, 0.0], [0.0, 0.0, 0.0], [0.0, 0.0, 0.0], [0.0, 0.0, 0.0], [0.0, 0.0, 0.0], [-0.1, 0.0, 0.0], [0.4, -0.4, 0.1], [0.1, 0.3, -0.2], [-0.2, -0.1, 0.2], [0.1, -0.1, 0.0], [0.1, 0.1, -0.2], [-0.2, 0.1, 0.0], [0.0, 0.0, 0.0], [-0.1, 0.0, 0.0], [0.0, 0.0, 0.0], [0.0, 0.1, 0.0], [0.2, 0.1, -0.1], [-0.2, 0.0, 0.2], [0.6, -0.1, -0.2], [-0.3, -0.2, -0.1], [0.1, 0.2, 0.1], [0.0, 0.0, 0.0], [0.0, -0.2, -0.1], [-0.2, 0.3, 0.2], [0.0, 0.0, 0.0], [0.0, 0.0, 0.0], [0.0, 0.0, 0.0], [-0.1, 0.0, 0.0], [0.0, 0.0, 0.0], [0.0, -0.1, 0.0], [-0.2, 0.3, -0.3], [-0.1, -0.1, 0.3], [0.2, -0.1, -0.1], [-0.1, 0.1, -0.1], [-0.1, 0.0, 0.1], [0.2, -0.1, 0.0], [0.0, 0.0, 0.0], [0.0, 0.0, 0.0], [0.0, 0.0, 0.0], [0.0, 0.0, 0.1], [0.0, 0.0, 0.0]]}


Orbital gap for the records above, in order: 8.1 6.8 6.4 eV